A 21-piece molecular cluster, C42H49BCl60NO4 overall at a distorted geometry. Source: OMol25; level of theory: wB97M-V/def2-TZVPD.

- ΔE to the lowest compared entry with this formula, charge and spin: 0.000 eV
- E_tot: -806052.2023 eV
- Charge: -1
- HOMO: -5.51 eV

Geometry (Å):
C: -1.9877 1.2812 4.9594
C: -1.7729 2.8014 5.1667
O: -2.5803 3.5707 4.2515
C: -1.9366 3.7266 3.0327
O: -1.0933 4.5602 2.8991
C: -2.4099 2.8144 1.9266
C: -1.5088 2.8398 0.6845
C: -2.1797 2.1478 -0.5196
B: -2.0453 0.5179 -0.5239
C: -3.0836 -0.2673 0.4720
C: -2.7398 -1.3582 1.2635
C: -3.7261 -1.9728 2.0318
C: -5.0027 -1.4647 1.9616
N: -5.3847 -0.4174 1.2467
C: -4.4167 0.1284 0.5274
O: -2.3364 -0.0804 -1.8679
C: -1.4429 -1.1407 -1.9193
C: -1.4347 -2.0025 -3.1865
C: -0.1049 -0.3797 -1.5107
C: 0.1852 0.5611 -2.6726
C: 1.5860 1.1477 -2.6050
C: 2.7159 0.3820 -2.8538
C: 3.9463 0.9947 -2.8105
C: 4.0990 2.3420 -2.5174
C: 2.9728 3.0886 -2.2654
C: 3.0796 4.5657 -1.9613
C: 1.7141 2.4979 -2.3114
O: -0.5906 0.2016 -0.3143
H: -2.8134 1.1589 4.2657
H: -2.2257 0.7884 5.8963
H: -1.0636 0.8650 4.5562
H: -0.7301 3.0912 5.0387
H: -2.1341 3.0659 6.1583
H: -3.4177 3.0858 1.6046
H: -2.4141 1.7910 2.3076
H: -0.5052 2.4775 0.9034
H: -1.3914 3.8974 0.4167
H: -1.7687 2.6158 -1.4221
H: -3.2339 2.4729 -0.5030
H: -1.7210 -1.7240 1.2738
H: -3.5164 -2.8418 2.6396
H: -5.7696 -1.9589 2.5534
H: -4.6987 0.9862 -0.1061
H: -1.4826 -1.8848 -1.1041
H: -0.4502 -2.0389 -3.6614
H: -2.1277 -1.5851 -3.9205
H: -1.7589 -3.0139 -2.9439
H: 0.6569 -1.1211 -1.2582
H: 0.1244 0.0679 -3.6479
H: -0.4945 1.4053 -2.7281
H: 2.6259 -0.6648 -3.1093
H: 4.8441 0.4368 -3.0205
H: 5.0804 2.7941 -2.5096
H: 2.0799 4.9877 -1.8710
H: 3.5302 5.0395 -2.8387
H: 3.6865 4.7714 -1.0822
H: 0.8086 3.0634 -2.1476
C: 2.4489 2.0001 2.0163
Cl: 2.2880 2.1660 0.2687
Cl: 4.0667 1.3985 2.4358
Cl: 2.1331 3.5366 2.8257
H: 1.7197 1.2761 2.3616
C: 5.2313 2.1239 5.7426
Cl: 5.3607 0.8209 6.9273
Cl: 4.7617 3.6360 6.5219
Cl: 6.7498 2.3213 4.8640
H: 4.4619 1.8581 5.0285
C: -3.6849 -4.4021 -6.3339
Cl: -4.2325 -4.5749 -4.6692
Cl: -2.0639 -3.7139 -6.4084
Cl: -3.7363 -5.9617 -7.1701
H: -4.3604 -3.7281 -6.8428
C: 1.0609 4.5669 -5.7943
Cl: 1.9541 4.6052 -7.3252
Cl: 1.5041 3.1491 -4.8329
Cl: 1.3311 6.0597 -4.8906
H: 0.0056 4.5044 -6.0240
C: 3.5372 -2.6461 5.0376
Cl: 1.8989 -2.7888 5.6770
Cl: 3.7439 -1.1217 4.1752
Cl: 4.7296 -2.7755 6.3346
H: 3.7005 -3.4573 4.3411
C: 6.7056 6.0653 1.0161
Cl: 7.2175 5.6640 -0.6277
Cl: 6.1883 7.7525 1.1108
Cl: 5.4171 4.9910 1.5437
H: 7.5524 5.9323 1.6766
C: 1.0824 -6.6833 -6.0615
Cl: -0.0677 -5.9512 -4.9513
Cl: 0.8490 -6.0410 -7.6907
Cl: 2.7512 -6.4221 -5.5309
H: 0.9007 -7.7479 -6.0855
C: -6.0627 1.7001 5.5904
Cl: -4.7154 1.4594 6.7121
Cl: -5.7275 0.9728 4.0283
Cl: -7.5566 1.0401 6.2758
H: -6.1970 2.7642 5.4494
C: 9.9204 9.5882 0.6274
Cl: 9.3075 9.5882 2.2856
Cl: 11.6144 10.0835 0.5970
Cl: 9.7152 8.0038 -0.1138
H: 9.3482 10.3066 0.0557
C: -3.1685 -9.1639 -3.8133
Cl: -2.3244 -8.7040 -5.2924
Cl: -2.5976 -10.7344 -3.2356
Cl: -2.9648 -7.9313 -2.5699
H: -4.2234 -9.2495 -4.0372
C: 5.9476 1.5206 -6.6440
Cl: 5.2396 0.3784 -7.7946
Cl: 6.1138 3.1173 -7.3907
Cl: 4.9810 1.6139 -5.1644
H: 6.9384 1.1696 -6.3852
C: -9.1189 0.1168 9.6665
Cl: -8.9373 -1.6063 9.3265
Cl: -10.0523 0.3612 11.1490
Cl: -7.5484 0.8942 9.7856
H: -9.6616 0.5683 8.8458
C: 5.8638 -2.7097 -4.2577
Cl: 6.5924 -1.2866 -5.0277
Cl: 5.1302 -2.3121 -2.7113
Cl: 4.6862 -3.4555 -5.3413
H: 6.6547 -3.4249 -4.0774
C: 0.2245 -10.4260 -8.0559
Cl: -0.6652 -8.9392 -7.7474
Cl: 1.4809 -10.1477 -9.2655
Cl: 0.9254 -11.0468 -6.5607
H: -0.4639 -11.1656 -8.4420
C: 5.1131 -9.1792 -9.9604
Cl: 5.0820 -8.3036 -11.4929
Cl: 6.5784 -10.1568 -9.8320
Cl: 4.9810 -8.0676 -8.6015
H: 4.2616 -9.8455 -9.9352
C: 1.1819 -5.8243 -0.7824
Cl: 1.6204 -6.0850 -2.4731
Cl: 0.4605 -4.2337 -0.5763
Cl: 0.0821 -7.0882 -0.2167
H: 2.0827 -5.8716 -0.1853
C: -13.7585 0.2787 10.2902
Cl: -13.3406 -0.2683 8.6650
Cl: -14.4117 1.9176 10.2476
Cl: -14.9054 -0.8302 11.0454
H: -12.8565 0.2908 10.8876
C: -6.6234 -4.1082 10.6361
Cl: -7.1168 -3.9469 12.3232
Cl: -4.9963 -3.4753 10.3962
Cl: -6.7263 -5.7910 10.1116
H: -7.3036 -3.5239 10.0323
C: -7.5812 1.1248 -2.5305
Cl: -6.2056 0.8103 -1.4738
Cl: -7.2858 0.5007 -4.1613
Cl: -9.0629 0.4253 -1.8609
H: -7.7201 2.1951 -2.6031
C: 10.8300 13.2073 3.3164
Cl: 9.6733 14.0807 4.3225
Cl: 10.8097 13.8224 1.6627
Cl: 12.4537 13.3099 3.9999
H: 10.5384 12.1649 3.2913